No. 1
ORCA calculation (wB97M-V/def2-TZVPD) on a 2-piece molecular cluster, C3H5O3P overall in a non-equilibrium geometry.

Results
SMILES	O=C=C=C(O)O.P
highest occupied orbital energy	-9.05	eV
charge	0
calculated total energy	-18620.1858	eV
multiplicity	1

Element x y z (Å)
O 0.963 3.280 -0.778
C 0.997 2.139 -0.659
C 1.257 0.957 -0.310
C 1.886 -0.211 -0.289
O 2.532 -0.789 -1.290
O 2.080 -0.850 0.867
H 2.653 -0.293 -2.180
H 1.559 -0.441 1.599
P -2.126 -0.789 0.850
H -1.057 -0.032 0.334
H -1.367 -1.864 0.706
H -2.822 -0.798 -0.365


No. 2
ORCA calculation (wB97M-V/def2-TZVPD) on one molecule with the formula C3H5O3P in a non-equilibrium geometry.

Results
SMILES	O=C1[C@@H](P)C1(O)O
highest occupied orbital energy	-9.21	eV
charge	0
calculated total energy	-18619.4544	eV
multiplicity	1

Element x y z (Å)
O -0.432 1.787 -1.667
C -0.321 0.762 -1.052
C 0.612 -0.339 -0.718
P 2.185 0.172 -0.008
C -0.789 -0.167 0.060
O -1.925 -0.948 -0.218
O -0.693 0.213 1.408
H 0.748 -1.233 -1.666
H 2.439 -0.555 1.091
H 1.493 1.270 0.840
H -1.801 -1.756 0.302
H -1.514 0.794 1.629


No. 3
ORCA calculation (wB97M-V/def2-TZVPD) on one molecule with the formula C3H5O3PS in a non-equilibrium geometry.

Results
SMILES	CC#COP(O)(O)=S
highest occupied orbital energy	-9.28	eV
charge	0
calculated total energy	-29458.4535	eV
multiplicity	1

Element x y z (Å)
C -2.936 0.138 0.769
C -1.806 -0.028 -0.033
C -0.676 -0.135 -0.407
O 0.491 -0.295 -0.964
P 1.979 0.126 -0.543
O 2.707 -0.636 -1.741
O 2.169 -0.893 0.696
S 2.462 1.950 -0.080
H -3.799 0.524 0.271
H -3.148 -0.819 1.168
H -2.712 0.940 1.448
H 3.310 -0.124 -2.252
H 1.961 -0.747 1.668


No. 4
ORCA calculation (wB97M-V/def2-TZVPD) on a 2-piece molecular cluster, C3H5O3S overall.

Results
highest occupied orbital energy (alpha / beta)	-3.34 / -4.46	eV
charge	-1
calculated total energy	-20169.9583	eV
multiplicity	3

Element x y z (Å)
C 2.096 0.176 -0.547
C -0.036 -0.325 0.768
C 0.550 0.213 -0.527
O 2.665 0.719 -1.541
O 0.561 0.103 -3.889
O 2.700 -0.356 0.381
S 1.290 1.324 -3.415
H 0.234 0.322 1.605
H 0.371 -1.316 0.974
H -1.124 -0.392 0.705
H 0.245 1.250 -0.695
H 0.203 -0.376 -1.378


No. 5
ORCA calculation (wB97M-V/def2-TZVPD) on C3H5O3Yb as an isolated structure in a non-equilibrium geometry.

Results
highest occupied orbital energy (alpha / beta)	-22.79 / -23.42	eV
charge	+3
calculated total energy	-40825.2989	eV
multiplicity	3

Element x y z (Å)
O -0.375 0.261 -0.558
C -0.325 -0.777 0.348
C 0.160 -2.067 -0.183
H -1.235 -0.745 0.990
H -0.432 -2.379 -1.059
H 0.067 -2.837 0.590
H 1.210 -1.987 -0.498
O 0.232 1.533 1.150
C -0.158 1.537 -0.049
O 0.104 2.385 -0.910
Yb 0.598 4.764 -1.276
H 0.154 0.315 1.458


No. 6
ORCA calculation (wB97M-V/def2-TZVPD) on one molecule with the formula C3H5O4P in a non-equilibrium geometry.

Results
SMILES	O=C(CO)/C(O)=P/O
highest occupied orbital energy	-8.61	eV
charge	0
calculated total energy	-20668.6429	eV
multiplicity	1

Element x y z (Å)
O 0.380 1.364 1.434
C -0.239 0.590 0.720
C -1.600 1.092 0.038
O -1.620 0.958 -1.338
C 0.470 -0.685 0.346
O -0.135 -1.788 -0.212
P 2.133 -0.557 0.598
O 2.960 -1.800 -0.225
H -1.757 2.162 0.445
H -2.497 0.542 0.363
H -0.967 1.622 -1.675
H -1.061 -2.005 -0.229
H 3.934 -1.494 -0.265


No. 7
ORCA calculation (wB97M-V/def2-TZVPD) on C3H5O4Rh as an isolated structure in a non-equilibrium geometry.

Results
highest occupied orbital energy (alpha / beta)	-8.23 / -8.20	eV
charge	0
calculated total energy	-14381.8814	eV
multiplicity	5

Element x y z (Å)
O 1.058 0.762 -0.444
C 1.600 -0.375 -0.219
C -0.723 0.572 -0.002
O 2.809 -0.584 -0.056
O 0.737 -1.290 0.237
C -0.628 -0.954 -0.054
Rh 4.499 0.460 -0.076
H -1.003 1.002 -0.972
H -0.575 0.964 1.014
H -0.873 -1.337 -1.051
H -1.252 -1.421 0.714
O -2.720 0.634 0.493
H -2.930 1.568 0.416


No. 8
ORCA calculation (wB97M-V/def2-TZVPD) on an isolated ion of composition C3H5O5PS and charge -2 in a non-equilibrium geometry.

Results
SMILES	CCSO[P@@](=O)([O-])C(=O)[O-]
highest occupied orbital energy	0.00	eV
charge	-2
calculated total energy	-33554.3952	eV
multiplicity	1

Element x y z (Å)
C 2.631 -0.037 0.571
C 1.387 -0.291 -0.293
S 0.383 -1.744 0.145
O -0.895 -1.636 -0.727
P -2.446 -0.373 -0.170
O -3.350 -0.529 -1.365
O -2.897 -0.836 1.158
C -1.938 1.490 -0.014
O -2.924 2.140 0.334
O -0.803 1.817 -0.328
H 2.347 -0.344 1.631
H 3.357 -0.740 0.375
H 3.064 0.929 0.350
H 1.494 -0.478 -1.406
H 0.591 0.633 -0.261


No. 9
ORCA calculation (wB97M-V/def2-TZVPD) on C3H5OPS2 as an isolated structure in a non-equilibrium geometry.

Results
highest occupied orbital energy (alpha / beta)	-7.15 / -6.51	eV
charge	0
calculated total energy	-36195.2036	eV
multiplicity	1

Element x y z (Å)
C 0.127 -0.431 1.125
C -0.367 0.179 -1.074
C 0.800 0.045 -0.140
O -3.269 1.358 -1.116
P -3.497 0.553 0.084
S -1.425 -0.724 0.125
S 1.951 1.436 0.100
H 0.498 -1.395 1.387
H 0.221 0.354 1.834
H -0.730 1.175 -1.317
H -0.230 -0.344 -1.998
H 1.329 -0.893 -0.640


No. 10
ORCA calculation (wB97M-V/def2-TZVPD) on one molecule with the formula C3H5P3.

Results
SMILES	C=CCP=P#P
highest occupied orbital energy (alpha / beta)	-8.35 / -7.84	eV
charge	0
calculated total energy	-31054.8730	eV
multiplicity	1

Element x y z (Å)
C 0.583 -0.836 -0.556
C -0.022 0.338 -0.506
C -0.866 0.816 0.629
P -2.381 1.748 0.017
P -3.888 0.326 -0.305
P -3.748 -1.595 0.187
H 1.172 -1.132 -1.405
H 0.525 -1.542 0.258
H 0.083 1.036 -1.327
H -1.114 0.011 1.326
H -0.314 1.584 1.187


No. 11
ORCA calculation (wB97M-V/def2-TZVPD) on one molecule with the formula C3H5P3 in a non-equilibrium geometry.

Results
highest occupied orbital energy (alpha / beta)	-7.54 / -7.54	eV
charge	0
calculated total energy	-31053.0164	eV
multiplicity	1

Element x y z (Å)
C 1.910 1.522 -0.065
C 2.186 0.259 -0.040
C -1.993 -1.167 0.037
P -1.083 2.078 -0.123
P 1.003 -1.158 -0.139
P -0.618 0.106 -0.136
H 2.127 2.541 0.293
H 3.278 0.072 0.256
H -2.052 -1.403 1.025
H -1.822 -1.978 -0.660
H -2.937 -0.872 -0.450


No. 12
ORCA calculation (wB97M-V/def2-TZVPD) on C3H6AlO3 as an isolated structure in a non-equilibrium geometry.

Results
highest occupied orbital energy (alpha / beta)	-8.61 / -8.56	eV
charge	0
calculated total energy	-15944.7029	eV
multiplicity	2

Element x y z (Å)
O 2.252 1.789 0.032
C 0.915 1.734 0.035
C 0.259 0.565 -0.138
O 0.993 -0.596 -0.110
C 0.006 -2.255 0.142
Al 2.698 0.039 -0.286
H 0.349 2.674 0.103
H -0.833 0.492 -0.219
H 0.958 -2.778 -0.032
H -0.264 -1.913 1.151
H -0.571 -2.035 -0.770
O -0.902 -3.790 0.436
H -0.757 -4.330 -0.344